The following is a quantum chemistry calculation of the molecule C4H4N2O2S at a distorted geometry, from the Open Molecules 2025 dataset.

## Properties
HOMO (spin up / spin down) in eV: -8.1 / -8.1
Charge: 0
Energy relative to the best compared isomer or geometry (same formula, charge and spin) in kJ/mol: 869.8
M in g/mol: 144.16
Lowest unoccupied orbital energy (spin up / spin down) in eV: -0.60 / -0.60
E in Ha: -812.69768

Cartesian coordinates (Å):
C  1.48660  1.55822  -1.51486
C  0.17055  -0.23537  -0.55750
C  -0.64213  2.98461  -2.06656
C  -0.42225  -0.96518  0.53823
N  0.76921  0.72764  -0.90439
N  -1.46213  3.82771  -2.72444
O  -1.66536  4.84691  -2.05403
O  -2.04364  3.35817  -3.70211
S  0.94965  2.96823  -2.32655
H  2.53503  1.52785  -1.50899
H  -1.44102  -0.92109  0.22831
H  -0.07306  -2.08549  0.64390
H  -0.15226  -0.52182  1.59444

Atoms 1-6, force components in eV/Å:
1.0 2.0 -0.6
1.1 0.0 -0.3
1.4 -1.8 0.7
1.9 -1.1 2.5
-1.3 -2.2 0.7
-1.0 -0.1 0.7

Here are the Löwdin charges for atoms 1 to 5, given in e: number 1, C, carries -0.50; number 2, C, carries -0.04; number 3, C, carries -0.33; number 4, C, carries -0.08; number 5, N, carries 0.00